1.
C4H16O3 | ωB97M-V/def2-TZVPD

Each line ends with the Löwdin charge.
Element x y z (Å)
1 C -3.9347 -0.0017 1.6142  -0.124
2 C -2.5999 -0.7182 1.4616  -0.289
3 C -1.7486 -0.2122 0.2721  -0.259
4 C -1.1774 1.2080 0.5962  -0.098
5 H -3.9364 1.0457 1.3202  0.061
6 H -4.2950 0.0094 2.6474  0.069
7 H -4.7131 -0.5639 1.0965  0.070
8 H -2.7847 -1.7916 1.4417  0.097
9 H -1.9600 -0.6064 2.3507  0.101
10 H -2.4857 -0.1456 -0.5344  0.099
11 H -0.9584 -0.9108 0.0432  0.092
12 H -0.2384 0.9920 1.0971  0.066
13 H -1.9661 1.7045 1.1512  0.052
14 H -1.0044 1.7455 -0.3332  0.064
15 O 4.8664 0.4259 -4.4801  -0.056
16 H 4.0756 0.1517 -3.9950  0.037
17 H 5.2284 0.9982 -3.8126  0.019
18 O 0.6173 -4.4003 -2.9926  -0.048
19 H 0.6764 -4.5427 -3.9280  0.019
20 H 1.3290 -4.9869 -2.7323  0.029
21 O 2.6167 3.8072 4.0850  -0.068
22 H 1.6611 3.6677 3.9341  0.044
23 H 3.0233 2.9492 3.9568  0.024

Properties
* total energy: -10549.4290 eV
* structure (SMILES): CCCC.O.O.O
* E_LUMO: 0.64 eV
* HOMO energy: -0.4036 Eh
* energy above the lowest of the compared OMol25 structures with the same formula, charge and spin: 100.9 kJ/mol



2.
C5H10S | ωB97M-V/def2-TZVPD

Each line ends with the Löwdin charge.
Element x y z (Å)
1 C -1.8829 -1.0897 -1.2399  -0.021
2 C -0.7901 -0.3091 -1.3965  -0.301
3 C 0.2438 -0.2080 -0.2990  -0.555
4 C 1.7566 -0.1893 -0.7580  -0.097
5 S -0.5585 1.3414 0.4835  0.824
6 C -0.0504 1.2096 2.1885  -0.430
7 H -2.6846 -0.9790 -2.0563  0.076
8 H -2.1044 -1.9072 -0.5324  0.064
9 H -0.8884 0.5177 -2.0568  0.079
10 H 0.0752 -0.9513 0.4881  0.092
11 H 2.1069 -1.1716 -0.4037  0.063
12 H 2.4066 0.5710 -0.1993  0.087
13 H 2.1204 -0.1781 -1.7823  0.061
14 H 1.0048 1.0839 2.2589  0.021
15 H -0.3236 0.2501 2.5355  0.013
16 H -0.4313 2.0097 2.7699  0.024

Properties
* total energy: -16180.4328 eV
* structure (SMILES): C=C[C@@H](C)SC
* E_LUMO: 0.98 eV
* HOMO energy: -0.3022 Eh
* energy above the lowest of the compared OMol25 structures with the same formula, charge and spin: 197.3 kJ/mol



3.
C3H12N2O2 | ωB97M-V/def2-TZVPD

Each line ends with the Löwdin charge.
Element x y z (Å)
1 H -2.3745 -2.8223 0.2080  0.033
2 N -1.8377 -2.0954 0.6589  0.061
3 C -0.6429 -1.9994 0.2499  -0.343
4 N 0.1458 -0.9709 0.6703  -0.039
5 C 1.3987 -0.6001 0.0510  -0.271
6 C 1.8390 0.7815 0.4960  -0.076
7 H -0.1359 -2.7461 -0.3719  0.129
8 H -0.2840 -0.5821 1.4962  0.124
9 H 1.2367 -0.6296 -1.0238  0.110
10 H 2.1501 -1.3906 0.2095  0.113
11 H 1.0500 1.4445 0.1476  0.055
12 H 2.7669 1.0174 -0.0195  0.078
13 H 1.9886 0.8557 1.5675  0.077
14 O -2.0570 1.4232 0.5580  -0.067
15 H -2.0444 0.5036 0.2582  0.005
16 H -1.9121 1.4091 1.5062  0.030
17 O -0.3606 2.3824 -2.5080  -0.056
18 H -1.0705 1.7366 -2.4625  0.029
19 H 0.1439 2.2824 -1.6917  0.009

Properties
* total energy: -10380.3854 eV
* structure (SMILES): [H]/N=C/NCC.O.O
* E_LUMO: 0.75 eV
* HOMO energy: -0.3349 Eh
* energy above the lowest of the compared OMol25 structures with the same formula, charge and spin: 112.3 kJ/mol



4.
C30H38N6O3ReSe | ωB97M-V/def2-TZVPD

Each line ends with the Löwdin charge.
Element x y z (Å)
1 Re -0.4547 -0.2467 1.6145  1.510
2 C -0.0295 -4.8934 -2.9896  -0.021
3 C 0.5150 -3.7104 -2.2452  -0.239
4 C 1.4047 -2.8542 -2.7348  0.000
5 C 2.0237 -1.7565 -1.9498  -0.128
6 C 2.4253 -0.5290 -2.3812  -0.044
7 N 2.1547 0.1133 -3.5385  0.036
8 C 1.1858 -0.3180 -4.5451  -0.155
9 C -0.2811 -0.2402 -4.1109  -0.149
10 C -0.8610 1.1295 -3.7604  -0.116
11 N -0.5363 1.5624 -2.3845  0.102
12 C -0.0892 2.7429 -2.0974  0.028
13 C 0.4545 3.1707 -0.8502  -0.111
14 C 1.1511 4.3933 -0.8276  0.044
15 C 1.9731 4.7528 0.2204  -0.237
16 C 2.7098 6.0689 0.2655  -0.026
17 C 2.1699 3.7693 1.1923  0.053
18 C 1.4834 2.5562 1.2254  -0.109
19 C 1.9784 1.5267 2.1235  -0.066
20 N 1.5268 0.3375 2.2611  -0.102
21 C 2.3211 -0.5403 3.1688  -0.168
22 C 1.4795 -1.1522 4.2811  -0.146
23 C 0.5810 -2.3120 3.8107  -0.152
24 N 0.2986 -2.1260 2.3725  -0.076
25 C 0.9163 -2.8860 1.5454  -0.005
26 C 0.8408 -2.5717 0.0849  -0.258
27 C -0.0378 -3.4583 -0.8652  -0.114
28 C 2.1148 -1.9340 -0.5042  -0.282
29 O 2.9299 -1.4582 0.2613  0.096
30 C 0.4858 2.3051 0.2628  -0.271
31 O -0.3553 1.3156 0.3034  -0.193
32 H 0.4193 -4.9787 -3.9778  0.090
33 H -1.1143 -4.8230 -3.1110  0.088
34 H 0.1666 -5.8211 -2.4467  0.096
35 H 1.7886 -3.0349 -3.7315  0.125
36 H 2.9889 0.0703 -1.6729  0.143
37 H 2.5178 1.0468 -3.6177  0.138
38 H 1.3849 -1.3502 -4.8094  0.104
39 H 1.3718 0.2614 -5.4484  0.133
40 H -0.4419 -0.9325 -3.2753  0.071
41 H -0.8822 -0.6287 -4.9355  0.131
42 H -1.9446 1.1068 -3.8591  0.131
43 H -0.4850 1.9057 -4.4282  0.130
44 H -0.6174 0.8985 -1.6143  0.131
45 H -0.0148 3.4299 -2.9372  0.154
46 H 1.0588 5.0543 -1.6857  0.136
47 H 2.3496 6.7488 -0.5050  0.085
48 H 3.7807 5.9273 0.1125  0.093
49 H 2.5765 6.5631 1.2278  0.091
50 H 2.9222 3.9415 1.9582  0.140
51 H 2.8756 1.7930 2.6810  0.141
52 H 3.1274 0.0501 3.6015  0.124
53 H 2.7890 -1.2981 2.5442  0.104
54 H 0.8806 -0.3754 4.7504  0.087
55 H 2.1530 -1.5263 5.0520  0.128
56 H -0.3622 -2.3304 4.3516  0.125
57 H 1.0760 -3.2720 3.9495  0.121
58 H 1.5157 -3.7166 1.9131  0.162
59 H -0.4592 -4.3510 -0.3998  0.167
60 N -1.0323 1.4637 4.2458  0.215
61 C -0.8688 0.8144 3.2999  -0.212
62 H -1.3261 2.0523 5.0016  0.126
63 C -4.1788 0.7127 0.3074  -0.042
64 C -3.6703 -0.2222 1.3927  -0.682
65 C -3.7498 0.4974 2.7246  -0.060
66 C -4.4897 -1.4972 1.4680  -0.051
67 O -2.3037 -0.6104 1.0475  -0.435
68 H -5.1910 1.0519 0.5355  0.101
69 H -4.2091 0.2211 -0.6643  0.036
70 H -3.5319 1.5906 0.2294  0.088
71 H -4.7942 0.7193 2.9464  0.103
72 H -3.2117 1.4482 2.7008  0.070
73 H -3.3737 -0.1296 3.5336  0.083
74 H -5.5388 -1.2627 1.6559  0.102
75 H -4.1322 -2.1367 2.2785  0.096
76 H -4.4326 -2.0661 0.5395  0.012
77 Se -2.6772 -1.9566 -1.3648  1.080
78 C -0.9776 -2.2724 -0.7585  -0.646
79 N -0.2111 -1.5334 -0.0146  -0.060

Properties
* total energy: -114270.9552 eV
* E_LUMO (alpha / beta): -5.97 / -7.51 eV
* total charge: +2
* HOMO energy (alpha / beta): -0.4739 / -0.4764 Eh
* energy above the lowest of the compared OMol25 structures with the same formula, charge and spin: 247.3 kJ/mol
* spin multiplicity: 4



5.
C4H12N2O | ωB97M-V/def2-TZVPD

Each line ends with the Löwdin charge.
Element x y z (Å)
1 N 0.0825 -1.2645 -1.7151  -0.044
2 C -0.2408 0.2243 -1.9543  -0.278
3 C -1.1223 0.7294 -0.8400  -0.256
4 C -0.3437 1.0531 0.4743  -0.255
5 N -0.2288 -0.0571 1.4220  -0.077
6 C 0.9732 -0.8186 1.6798  -0.200
7 O 1.8101 -0.0946 2.7464  -0.111
8 H -0.2825 -1.9950 -2.4192  0.091
9 H 1.0756 -1.3845 -1.6919  0.023
10 H -0.8474 0.1853 -2.9913  0.132
11 H 0.7618 0.7687 -1.9961  0.117
12 H -1.9275 0.0821 -0.4261  0.098
13 H -1.7725 1.7591 -1.2157  0.160
14 H 0.6565 1.4925 0.1974  0.122
15 H -0.9838 1.9154 0.8984  0.118
16 H -1.1496 -0.3091 1.7397  0.108
17 H 0.7318 -1.8007 2.0479  0.102
18 H 1.6076 -0.8330 0.7359  0.119
19 H 1.1998 0.3472 3.3079  0.030

Properties
* total energy: -9368.1775 eV
* structure (SMILES): NCCCNCO
* E_LUMO: 0.97 eV
* HOMO energy: -0.3125 Eh
* energy above the lowest of the compared OMol25 structures with the same formula, charge and spin: 291.0 kJ/mol